Below is C4H10N2O2 as an isolated structure, with properties calculated with the ωB97M-V functional and the def2-TZVPD basis.

Structure (XYZ):
```
18
C4H10N2O2 (the ωB97M-V functional and the def2-TZVPD basis)
C 2.39 -0.74 0.23
C 0.79 1.11 0.01
C -0.62 1.41 -0.53
C -2.16 -1.26 -0.04
H 2.64 -1.77 0.05
H 3.28 -0.24 -0.13
H 2.64 -0.69 1.40
H 0.37 -1.02 -0.37
H 0.83 0.88 1.23
H 1.63 1.78 -0.39
H -0.84 2.48 -0.68
H -0.63 0.72 -1.50
H -3.39 0.42 0.44
H -3.25 -2.03 0.49
N 1.30 -0.32 -0.34
N -2.55 0.09 0.07
O -1.52 0.83 0.46
O -0.89 -1.64 -0.41
```

Properties
Gap between HOMO and LUMO, eV: 7.39
E_HOMO, eV: -7.3235
Energy, Eh: -418.1509
2S+1: 1
F_max, eV Å⁻¹: 9.71

***

Below is C19H14IrN3O6S as an isolated structure, with properties calculated with the ωB97M-V functional and the def2-TZVPD basis.

Structure (XYZ):
```
44
C19H14IrN3O6S (the ωB97M-V functional and the def2-TZVPD basis)
Ir 0.11 0.42 0.13
O 6.50 -0.95 2.55
C 6.30 -0.63 1.36
O 7.09 -0.42 0.40
C 4.83 -0.43 1.01
C 4.45 -0.03 -0.27
C 3.12 0.17 -0.57
N 2.16 -0.01 0.35
C 2.51 -0.43 1.58
C 3.81 -0.65 1.95
C 1.34 -0.62 2.47
O 1.36 -1.08 3.57
O 0.14 -0.23 1.90
H 5.24 0.12 -0.99
H 2.79 0.49 -1.55
H 4.08 -0.98 2.95
C -1.81 -1.94 0.02
O -2.49 -0.78 -0.47
C -1.89 0.43 -0.41
O -2.53 1.39 -0.77
H -2.50 -2.76 -0.12
H -1.58 -1.85 1.08
H -0.91 -2.15 -0.57
S -0.36 6.86 -0.60
C -0.21 5.09 -0.41
C -0.08 4.27 -1.52
C 0.03 2.91 -1.34
N 0.03 2.36 -0.12
C -0.09 3.14 0.97
C -0.20 4.51 0.86
C -2.15 6.94 -0.50
C -2.78 7.15 0.71
C -4.16 7.21 0.73
N -4.92 7.08 -0.37
C -4.30 6.88 -1.53
C -2.91 6.80 -1.65
H -0.07 4.68 -2.52
H 0.12 2.23 -2.18
H -0.09 2.64 1.93
H -0.29 5.12 1.75
H -2.21 7.28 1.62
H -4.69 7.38 1.66
H -4.93 6.78 -2.41
H -2.45 6.65 -2.62
```

Properties
Gap between HOMO and LUMO, eV: 5.26
E_HOMO, eV: -8.0714
Energy, Eh: -1850.5745
2S+1: 1
F_max, eV Å⁻¹: 1.64

***

Below is a 2-piece molecular cluster, C5H12Cl2Si overall, with properties calculated with the ωB97M-V functional and the def2-TZVPD basis.

Structure (XYZ):
```
20
C5H12Cl2Si (the ωB97M-V functional and the def2-TZVPD basis)
C 2.14 -0.13 0.72
C -0.39 -2.50 1.34
C 0.28 1.61 -1.97
C -2.17 0.81 -0.13
C 0.71 0.28 0.79
Si -0.42 0.35 -0.70
Cl 0.27 1.11 2.23
Cl -0.39 -1.42 -1.71
H 2.43 -0.77 1.55
H 2.79 0.75 0.74
H 2.31 -0.66 -0.21
H 0.32 -2.99 0.72
H -1.41 -2.43 1.03
H -0.15 -2.31 2.37
H -0.34 1.65 -2.87
H 0.34 2.61 -1.56
H 1.28 1.31 -2.28
H -2.22 1.86 0.12
H -2.90 0.62 -0.91
H -2.46 0.24 0.74
```

Properties
Gap between HOMO and LUMO (spin up / spin down), eV: 8.59 / 8.26
E_HOMO (spin up / spin down), eV: -8.6989 / -8.0020
Energy, Eh: -1407.5460
2S+1: 1
F_max, eV Å⁻¹: 1.58

***

Below is C33H14ClF4IrN10O11Se as an isolated structure, with properties calculated with the ωB97M-V functional and the def2-TZVPD basis.

Structure (XYZ):
```
75
C33H14ClF4IrN10O11Se (the ωB97M-V functional and the def2-TZVPD basis)
Ir -0.14 0.88 1.17
C 1.71 -0.25 4.74
C 0.93 0.47 5.69
C -0.32 0.96 5.29
C -0.69 0.87 3.93
N 0.14 0.28 3.03
C 1.22 -0.47 3.48
C -1.90 1.38 3.33
C -3.03 1.96 3.94
C -3.88 2.79 3.25
C -3.78 2.88 1.86
C -2.71 2.26 1.21
N -1.85 1.54 1.95
H 2.64 -0.82 4.99
H 1.25 0.66 6.69
H -1.03 1.34 6.03
H 1.82 -1.01 2.74
H -3.13 1.71 4.98
H -4.67 3.28 3.77
H -4.52 3.45 1.28
H -2.55 2.22 0.13
O 3.85 -0.52 0.83
Cl 3.18 0.75 0.83
O 3.14 1.43 2.10
O 1.65 0.37 0.54
O 3.46 1.51 -0.34
O 3.22 5.89 -3.04
N 2.80 6.32 -1.99
O 2.92 7.50 -1.57
C 2.00 5.46 -1.26
C 1.77 4.18 -1.73
C 1.00 3.34 -0.94
C 0.72 3.59 0.43
O 0.73 2.73 1.39
C 0.82 4.98 0.75
C 1.50 5.95 0.00
N 0.20 5.59 1.93
O 0.57 6.74 2.16
O -0.62 5.00 2.64
N 0.67 2.08 -1.54
O -0.29 1.37 -1.00
O 1.33 1.54 -2.45
H 2.00 3.91 -2.77
H 1.49 7.00 0.29
Se 1.34 -2.64 -7.26
C 0.74 -0.95 -6.80
C -0.15 -0.18 -7.65
C -0.50 1.08 -7.18
N -0.07 1.59 -6.02
C 0.84 0.91 -5.33
C 1.27 -0.36 -5.67
H -0.35 -0.50 -8.70
H -1.17 1.66 -7.80
H 1.22 1.42 -4.53
H 2.03 -0.93 -5.12
F 0.64 -4.05 -1.32
C -0.17 -4.83 -0.58
C 0.27 -6.13 -0.40
F 1.37 -6.49 -1.15
C -0.45 -7.08 0.39
C -1.58 -6.53 1.08
C -2.08 -5.27 0.78
F -3.29 -4.91 1.35
C -1.38 -4.31 -0.01
C -1.95 -2.96 -0.16
C -1.34 -1.79 0.25
N -0.86 -0.84 0.68
C -3.22 -2.68 -0.70
N -4.26 -2.37 -1.18
F -2.10 -7.27 2.06
C 0.07 -8.50 0.54
C -0.78 -9.55 0.37
N -1.56 -10.38 0.17
C 1.38 -8.92 0.60
N 2.47 -9.33 0.57
```

Properties
Gap between HOMO and LUMO (spin up / spin down), eV: 4.67 / 2.44
E_HOMO (spin up / spin down), eV: -8.3425 / -10.2872
Energy, Eh: -6005.4164
Charge: +1
2S+1: 6
F_max, eV Å⁻¹: 3.92

***

Please write out number 1 again, unchanged.
Below is C4H10N2O2 as an isolated structure, with properties calculated with the ωB97M-V functional and the def2-TZVPD basis.

Structure (XYZ):
```
18
C4H10N2O2 (the ωB97M-V functional and the def2-TZVPD basis)
C 2.39 -0.74 0.23
C 0.79 1.11 0.01
C -0.62 1.41 -0.53
C -2.16 -1.26 -0.04
H 2.64 -1.77 0.05
H 3.28 -0.24 -0.13
H 2.64 -0.69 1.40
H 0.37 -1.02 -0.37
H 0.83 0.88 1.23
H 1.63 1.78 -0.39
H -0.84 2.48 -0.68
H -0.63 0.72 -1.50
H -3.39 0.42 0.44
H -3.25 -2.03 0.49
N 1.30 -0.32 -0.34
N -2.55 0.09 0.07
O -1.52 0.83 0.46
O -0.89 -1.64 -0.41
```

Properties
Gap between HOMO and LUMO, eV: 7.39
E_HOMO, eV: -7.3235
Energy, Eh: -418.1509
2S+1: 1
F_max, eV Å⁻¹: 9.71